# 1
# C4H9NO2

One molecule with the formula C4H9NO2 (ωB97M-V with the def2-TZVPD basis set, the Open Molecules 2025 dataset).

Structure (XYZ):
```
16
Properties=species:S:1:pos:R:3:forces:R:3
C -1.9249 -0.9074 -0.5416 -0.05 -0.06 0.02
C -0.5925 -0.1802 -0.4491 -0.11 -0.08 -0.11
O -0.8162 1.2565 -0.7113 0.02 0.09 0.20
C 0.0566 -0.3838 0.8668 0.03 -0.13 -0.05
N 1.4560 -0.2136 0.9011 0.22 0.21 -0.04
C 2.2012 0.6917 0.3322 0.01 -0.12 0.00
O 1.7586 1.6765 -0.4254 -0.09 -0.15 0.12
H -1.7729 -1.9918 -0.5250 -0.02 0.15 -0.02
H -2.4469 -0.6385 -1.4642 0.10 -0.03 0.14
H -2.5608 -0.6383 0.3101 0.09 -0.03 -0.12
H 0.0388 -0.4617 -1.3104 -0.05 -0.01 0.15
H -1.1672 1.5794 0.1357 0.04 0.01 -0.16
H 0.7612 1.6425 -0.5523 -0.01 -0.02 -0.02
H -0.2326 -1.2728 1.4172 0.03 0.10 -0.09
H 1.9709 -0.8391 1.5096 -0.05 0.08 -0.06
H 3.2706 0.6806 0.5065 -0.15 -0.02 0.03
```
Forces are in eV/Å.

Values from the calculation:
- Charge: 0
- Frontier orbital gap: 0.272 hartree
- HOMO energy: -6.665 eV
- Lowest unoccupied orbital energy: 0.731 eV
- Relative energy (zero: lowest compared OMol25 entry of this formula, charge and spin): 71.41 kcal/mol

Löwdin population analysis, charges in e, atoms 1 to 4: -0.07, -0.46, -0.10, -0.15

***

# 2
# C28H63F9MnN5O14S3Zn

C28H63F9MnN5O14S3Zn as an isolated structure in a non-equilibrium geometry (ωB97M-V with the def2-TZVPD basis set, the Open Molecules 2025 dataset).

Structure (XYZ):
```
124
Properties=species:S:1:pos:R:3:forces:R:3
Mn 13.0554 15.2897 10.2677 0.14 0.09 -0.54
Zn 15.0178 13.9868 12.3629 -0.02 -0.47 0.18
C 10.4407 14.8700 13.2771 0.75 2.16 -2.52
F 10.3011 14.3360 14.4329 0.14 -0.72 1.16
F 10.3637 13.9909 12.2846 -0.78 -0.58 0.29
F 9.5436 15.8618 13.1102 -0.38 -0.76 0.24
S 12.0141 15.7938 12.8679 -0.24 -3.45 -1.38
O 11.7033 16.3129 11.5333 -0.05 1.06 -0.28
O 12.2127 16.6561 13.9505 0.97 1.29 1.08
O 12.9962 14.6726 12.5304 -0.41 1.43 0.87
C 13.5235 11.8290 7.9548 -0.24 0.80 -0.55
F 14.5333 12.5655 7.4469 -0.94 -0.45 -0.33
F 12.4846 11.6314 7.1489 0.75 -0.03 -1.10
F 14.0089 10.6790 8.3262 0.40 -0.88 0.36
S 12.7516 12.7174 9.2957 -1.25 0.88 1.15
O 12.2244 14.0028 8.7276 0.10 -0.81 0.55
O 11.7388 11.7963 9.8012 1.78 1.42 -0.18
O 13.9173 13.1488 10.1168 -0.84 0.09 0.18
C 15.9903 18.2874 11.0369 0.05 -0.80 -1.70
F 17.0199 18.2869 11.8573 0.29 0.37 0.05
F 14.8851 18.5583 11.6731 -0.73 0.68 0.73
F 16.1871 19.1447 10.0356 0.03 0.08 0.46
S 15.7706 16.6067 10.2995 -0.04 0.66 -0.03
O 16.9869 16.2849 9.6471 0.38 -0.12 -0.34
O 15.4187 15.8235 11.4769 0.01 -0.89 1.13
O 14.5529 16.6838 9.4954 -0.62 -0.06 -0.64
C 11.6554 6.8529 11.1348 -0.19 0.09 0.89
C 10.6712 7.9424 10.6724 -0.92 -2.00 -0.10
C 9.2968 7.2142 10.5735 -0.06 0.69 -1.63
C 8.6313 6.9487 11.9036 0.42 -0.33 -0.16
C 8.4953 8.2320 12.6769 -0.89 -0.46 0.90
C 9.8321 8.9228 12.8775 -0.94 1.62 -0.87
N 10.4480 9.0720 11.5124 0.80 1.02 2.06
O 11.7528 9.6179 11.8115 0.39 0.44 -0.22
C 9.5233 10.3689 13.3156 0.14 -0.54 0.63
C 10.6234 8.3015 13.9832 0.00 -0.56 0.88
C 11.1360 8.4467 9.3183 0.00 -0.44 -0.92
H 11.2860 6.2372 11.9941 0.28 0.52 -0.82
H 12.5456 7.3792 11.4490 0.58 -0.26 0.05
H 11.8497 6.1859 10.2911 0.15 0.09 0.16
H 8.6356 7.8152 9.9151 0.11 -0.07 0.46
H 9.4880 6.3156 9.9814 -0.10 -0.20 0.25
H 9.2606 6.2829 12.5003 -0.03 -0.16 -0.04
H 7.6841 6.4221 11.7826 -0.06 0.16 -0.08
H 8.0317 7.9783 13.6478 0.42 0.23 -0.09
H 7.7723 8.9248 12.2569 0.04 0.08 -0.61
H 9.0457 10.3841 14.3098 0.07 -0.11 -0.34
H 10.4595 10.9122 13.4038 -0.01 0.26 -0.12
H 8.8600 10.8123 12.5977 -0.19 0.49 -0.34
H 9.8744 8.1167 14.7696 0.43 0.20 0.08
H 10.9522 7.3121 13.7047 0.65 -0.16 0.09
H 11.4255 8.9434 14.4089 -0.38 -0.58 -0.54
H 10.6109 9.3733 9.0375 0.22 -0.40 -0.01
H 10.9499 7.6441 8.5927 -0.43 0.26 -0.09
H 12.2229 8.5555 9.1936 -0.18 0.41 0.63
H 11.7880 10.4636 11.3389 -0.24 -0.16 -0.13
C 17.6250 16.3597 14.0192 -0.06 -0.07 0.62
C 17.2726 14.9208 13.8970 -0.44 -0.18 -0.44
C 18.0584 14.0777 14.8278 1.79 -0.71 0.80
O 17.7708 12.7614 14.4302 0.67 -1.22 -0.57
C 18.4317 11.7635 15.2091 -0.26 0.73 0.88
N 15.8305 14.5979 14.1201 0.71 -0.61 -0.17
H 17.5651 16.6160 15.0809 0.69 0.23 -0.06
H 16.9632 17.0368 13.5370 -0.66 0.13 -0.48
H 18.5872 16.4464 13.5338 0.50 0.56 0.47
H 17.6179 14.5275 12.9285 -0.53 0.36 -0.19
H 17.7618 14.1531 15.8840 0.06 0.57 0.02
H 19.1780 14.2575 14.7450 -1.17 0.04 0.10
H 18.5259 10.8478 14.6916 -0.25 -0.87 -1.10
H 17.7749 11.5624 16.0622 0.54 0.05 0.36
H 19.4733 12.0097 15.4903 -0.61 0.40 0.10
H 15.3764 15.2628 14.7324 -0.39 1.49 -0.16
H 15.8766 13.8664 14.8066 -0.39 -1.13 -0.03
C 12.8156 17.1854 17.4507 0.23 2.39 1.30
C 13.9491 16.3629 17.0015 1.00 -1.23 0.29
C 13.3055 14.9880 16.8041 -0.67 -0.21 -1.51
O 14.2874 14.0004 16.6333 0.24 -0.75 0.24
C 14.6168 13.3506 17.8397 0.65 0.69 0.71
N 14.6817 16.7944 15.7885 -1.75 0.09 -0.50
H 13.1628 18.2155 17.7058 -0.46 -0.54 -0.28
H 12.4041 16.7660 18.3780 -0.10 0.16 -0.33
H 12.0670 17.2417 16.6813 -0.56 0.09 -0.26
H 14.7353 16.3141 17.7733 -0.48 -0.32 0.09
H 12.6898 14.9408 15.8543 0.76 0.55 0.72
H 12.5175 14.7594 17.5663 1.08 -0.04 -0.04
H 15.4107 12.6460 17.6662 -0.05 -0.74 -0.44
H 13.7302 12.9112 18.2784 -0.09 -0.40 0.16
H 15.0953 14.0031 18.5988 -0.54 0.28 -0.31
H 13.9931 17.3534 15.2770 0.23 -0.39 -0.44
H 15.3972 17.4684 15.9655 0.59 0.30 0.71
C 16.7826 10.1716 11.0623 -1.27 0.96 0.07
C 15.7358 11.3496 11.2545 2.05 -0.75 -1.05
C 14.6773 11.0172 12.2619 -0.32 1.14 0.78
O 13.8808 12.2307 12.5971 -0.10 -1.41 0.05
C 13.1765 12.0743 13.8441 0.30 -0.80 0.21
N 16.3574 12.6498 11.5284 0.42 0.98 1.28
H 17.5734 10.5034 10.3753 -0.22 -0.05 0.28
H 16.2112 9.3652 10.5626 0.56 0.05 0.54
H 17.2046 9.8948 12.0237 0.14 -0.40 -0.01
H 15.4209 11.4468 10.2434 -1.09 0.14 -0.48
H 15.1474 10.7739 13.1912 0.73 -0.28 0.78
H 14.0746 10.1423 12.0419 -0.54 0.23 -0.52
H 12.2893 12.6711 13.8766 -0.17 0.76 -0.27
H 13.8184 12.2849 14.7022 0.08 0.21 -0.06
H 12.7907 11.0687 13.9637 0.19 -0.47 -0.28
H 16.9687 12.6331 12.3668 -0.08 -0.50 -0.65
H 16.9242 13.0398 10.7237 -0.25 -0.63 0.33
C 19.9278 12.9293 10.8772 0.42 0.09 -0.43
C 19.2945 14.0782 10.0831 0.08 -0.34 0.15
C 20.3394 14.7650 9.1931 -0.46 -1.80 -0.68
O 20.9564 13.7812 8.3018 -0.23 1.64 0.07
C 21.8043 14.4740 7.3697 0.70 -0.01 -0.27
N 18.0844 13.5662 9.4119 0.55 -0.53 -0.48
H 20.2080 12.1287 10.1875 0.13 0.13 0.00
H 19.3062 12.4823 11.6153 -1.14 -0.26 0.49
H 20.8039 13.1943 11.4605 0.38 0.41 -0.33
H 18.8840 14.8641 10.7092 0.30 0.23 0.53
H 21.0680 15.2472 9.8292 0.49 0.16 0.11
H 19.8245 15.4952 8.5929 -0.12 0.58 -0.35
H 21.3172 15.2377 6.7163 -0.20 -0.38 0.84
H 22.2515 13.7730 6.6446 -0.31 -0.12 0.62
H 22.6472 14.9545 7.9146 -0.49 -0.13 -0.29
H 18.3636 12.8627 8.7259 -0.11 0.15 0.09
H 17.6176 14.3071 8.9091 0.03 0.20 -0.13
```
Forces are in eV/Å.

Values from the calculation:
- Charge: +1
- Frontier orbital gap (alpha / beta): 0.318 / 0.303 hartree
- Multiplicity: 6
- HOMO energy (alpha / beta): -10.453 / -10.453 eV
- Lowest unoccupied orbital energy (alpha / beta): -1.810 / -2.197 eV

Löwdin population analysis, charges in e, atoms 1 to 4: 1.03, 0.67, -0.68, 0.23

***

# 3
# C52H51F9N8O2S

A 9-piece molecular cluster, C52H51F9N8O2S overall in a non-equilibrium geometry (ωB97M-V with the def2-TZVPD basis set, the Open Molecules 2025 dataset).

Structure (XYZ):
```
123
Properties=species:S:1:pos:R:3:forces:R:3
O 3.8782 -3.7746 2.7190 -1.29 -0.57 -8.09
C 3.7047 -3.8845 1.3983 0.21 -0.01 3.93
C 4.1820 -5.2780 0.6125 0.83 0.60 -3.69
C 4.5830 -5.2413 -0.8317 -1.30 0.94 3.30
C 4.4923 -3.7735 -1.6240 2.46 0.27 -2.73
O 5.2633 -3.4918 -2.6842 -5.22 -1.48 6.47
C 3.3835 -2.7121 -0.9926 -0.99 0.91 2.53
C 2.6602 -1.6085 -2.0193 -0.20 -1.14 0.01
C 1.3019 -2.3848 -2.6110 0.64 0.14 0.07
C 0.0137 -1.6749 -1.8839 0.59 0.43 -0.55
C -1.4415 -2.3300 -2.2440 0.03 0.21 -0.89
C -1.8412 -3.6803 -1.4160 1.29 -1.27 -3.15
F -3.0820 -4.3121 -2.0058 3.62 2.08 2.50
F -0.7542 -4.6804 -1.7510 -3.14 2.64 1.39
C -1.8446 -3.5793 0.2049 2.42 -5.12 1.10
F -2.3577 -4.9110 0.7058 2.10 4.23 -1.85
F -0.4687 -3.4699 0.8208 -4.47 -0.19 -2.80
S -2.8930 -2.2712 0.9934 -2.43 1.64 4.34
F -1.9320 -2.4633 2.4399 -2.32 0.93 -3.27
F -3.9163 -3.5276 1.6297 1.44 3.33 -1.39
F -3.9338 -2.0646 -0.3417 2.50 -0.41 2.53
F -1.8613 -0.9725 0.5729 -2.19 -2.73 0.18
F -3.8671 -1.1394 1.8478 2.03 -2.22 -1.85
C 2.9833 -2.7267 0.4407 1.90 -1.20 -3.06
H 4.2041 -6.3184 1.1956 0.03 2.75 -1.18
H 4.9406 -6.2143 -1.4230 -0.71 2.54 1.41
H 3.3393 -1.3433 -2.9371 -1.10 -0.48 2.11
H 2.3131 -0.6315 -1.4407 1.05 -2.11 -1.17
H 1.4428 -3.5242 -2.3689 -0.69 2.20 -0.34
H 1.2801 -2.3049 -3.7966 -0.17 0.07 2.58
H -0.0173 -0.5544 -2.2958 0.02 -2.43 0.89
H 0.2538 -1.5792 -0.7406 -0.72 -0.39 -2.14
H -2.2529 -1.4747 -2.1944 1.42 -2.08 0.27
H -1.3902 -2.6445 -3.3947 -0.23 0.39 2.65
H 2.1865 -1.9488 0.8684 2.16 -1.93 -0.85
C -4.0852 -3.3222 6.3530 0.01 0.00 0.00
C -3.4523 -3.0823 5.1379 -0.13 -0.04 0.25
C -2.1039 -3.3828 5.0303 0.79 -0.42 0.68
N -1.3649 -3.8929 6.0397 -1.06 0.19 0.19
C -2.0064 -4.1134 7.2078 0.56 0.11 -0.75
C -3.3512 -3.8488 7.4109 -0.14 0.11 -0.22
H -5.1414 -3.1004 6.4748 0.11 -0.03 -0.01
H -3.9960 -2.6715 4.2947 0.07 -0.05 0.06
H -1.5658 -3.2165 4.1016 -0.10 -0.19 0.58
H -1.3900 -4.5216 8.0039 -0.08 0.03 -0.04
H -3.8152 -4.0477 8.3703 0.06 0.01 -0.08
C -0.7150 3.2837 -0.8158 -0.09 0.06 -0.04
C -0.5832 2.0456 -0.1959 0.08 0.21 -0.13
C 0.6940 1.5761 0.0659 0.82 0.46 -0.24
N 1.8216 2.2501 -0.2496 -0.91 0.28 -0.22
C 1.6619 3.4483 -0.8522 0.21 -0.80 0.38
C 0.4277 4.0025 -1.1514 -0.17 -0.22 0.10
H -1.6999 3.6851 -1.0359 0.06 0.00 0.00
H -1.4539 1.4604 0.0772 0.08 0.06 0.02
H 0.8491 0.6168 0.5510 -0.05 0.02 0.02
H 2.5834 3.9689 -1.0975 -0.08 -0.01 0.01
H 0.3587 4.9705 -1.6347 0.01 -0.09 0.04
C -6.6005 2.8692 -0.1284 -0.06 0.00 -0.07
C -6.5797 4.1751 -0.6068 0.07 -0.33 0.01
C -5.4354 4.6199 -1.2492 0.71 -0.36 -0.20
N -4.3345 3.8593 -1.4354 -0.69 -0.46 0.49
C -4.3836 2.5965 -0.9586 0.05 0.89 -0.31
C -5.4827 2.0607 -0.3067 -0.18 0.20 -0.01
H -7.4803 2.4847 0.3793 0.15 0.08 -0.06
H -7.4342 4.8307 -0.4828 0.12 -0.04 0.02
H -5.3715 5.6301 -1.6431 -0.04 -0.05 0.11
H -3.4856 2.0064 -1.1189 -0.06 -0.03 0.01
H -5.4675 1.0385 0.0540 0.02 0.05 -0.04
C -7.7422 2.5232 5.2820 0.00 0.00 0.00
C -8.2681 3.7336 4.8428 0.12 -0.25 0.07
C -7.8150 4.2469 3.6381 0.64 -0.34 -0.60
N -6.8873 3.6413 2.8648 -0.37 -0.42 0.98
C -6.3938 2.4685 3.3181 -0.28 0.81 -0.37
C -6.7866 1.8745 4.5067 -0.19 0.15 0.14
H -8.0740 2.0890 6.2206 0.04 0.05 -0.11
H -9.0133 4.2644 5.4243 0.07 -0.04 -0.07
H -8.1973 5.1869 3.2511 0.01 -0.05 0.06
H -5.6481 2.0030 2.6796 -0.03 0.00 0.05
H -6.3578 0.9296 4.8208 -0.01 0.09 -0.04
C 7.8134 -1.8747 3.7111 -0.04 -0.04 0.00
C 8.6551 -2.1311 4.7883 -0.16 0.02 -0.17
C 8.3498 -3.1967 5.6199 -0.71 -0.59 -0.05
N 7.2779 -4.0009 5.4479 0.30 0.81 -0.60
C 6.4781 -3.7262 4.3946 0.37 -0.43 0.78
C 6.7025 -2.6866 3.5065 0.31 0.24 -0.01
H 8.0211 -1.0490 3.0368 -0.02 -0.09 0.07
H 9.5282 -1.5164 4.9757 -0.07 -0.07 0.00
H 8.9778 -3.4393 6.4722 -0.01 0.05 -0.06
H 5.6224 -4.3856 4.2795 0.10 0.16 -0.05
H 6.0275 -2.5133 2.6760 0.06 -0.04 0.16
C -5.0866 10.4953 -2.4222 0.00 0.00 0.00
C -4.2449 10.2389 -1.3450 -0.19 0.03 -0.21
C -4.5502 9.1733 -0.5134 -0.70 -0.62 -0.01
N -5.6221 8.3691 -0.6855 0.19 0.77 -0.66
C -6.4219 8.6438 -1.7387 0.50 -0.25 0.75
C -6.1975 9.6834 -2.6268 0.22 0.15 0.06
H -4.8789 11.3210 -3.0965 -0.03 -0.10 0.08
H -3.3718 10.8536 -1.1576 -0.08 -0.07 0.00
H -3.9222 8.9307 0.3389 -0.03 0.04 -0.07
H -7.2776 7.9844 -1.8538 0.04 0.06 -0.03
H -6.8725 9.8567 -3.4573 0.05 -0.03 0.08
C 2.7134 3.4289 -6.1588 -0.01 0.00 0.00
C 3.5551 3.1725 -5.0816 -0.20 0.03 -0.21
C 3.2498 2.1070 -4.2500 -0.68 -0.62 0.02
N 2.1779 1.3028 -4.4221 0.17 0.73 -0.61
C 1.3781 1.5774 -5.4754 0.48 -0.26 0.75
C 1.6025 2.6171 -6.3634 0.22 0.15 0.06
H 2.9211 4.2546 -6.8332 -0.03 -0.10 0.08
H 4.4282 3.7873 -4.8943 -0.07 -0.08 0.00
H 3.8778 1.8644 -3.3978 -0.03 0.04 -0.05
H 0.5224 0.9180 -5.5904 0.05 0.07 -0.04
H 0.9275 2.7903 -7.1939 0.05 -0.03 0.09
C 9.5642 -4.9165 -5.0639 -0.02 0.04 0.00
C 8.7856 -4.1291 -4.2223 0.21 -0.26 -0.22
C 7.8909 -4.7620 -3.3742 -0.14 -0.78 0.33
N 7.7273 -6.1019 -3.3192 0.66 0.39 -0.64
C 8.4958 -6.8401 -4.1493 -0.57 0.40 0.57
C 9.4199 -6.2996 -5.0290 0.00 0.25 0.02
H 10.2774 -4.4562 -5.7415 -0.07 -0.06 0.07
H 8.8734 -3.0486 -4.2262 -0.03 -0.10 0.03
H 7.2632 -4.1913 -2.6961 0.20 -0.12 -0.21
H 8.3437 -7.9140 -4.0874 0.05 0.07 -0.04
H 10.0122 -6.9409 -5.6717 -0.06 0.04 0.07
```
Forces are in eV/Å.

Values from the calculation:
- Charge: 0
- Frontier orbital gap: 0.236 hartree
- HOMO energy: -9.190 eV
- SMILES: O=C1C=CC(=O)C(CCCCC(F)(F)C(F)(F)S(F)(F)(F)(F)F)=C1.c1ccncc1.c1ccncc1.c1ccncc1.c1ccncc1.c1ccncc1.c1ccncc1.c1ccncc1.c1ccncc1
- Lowest unoccupied orbital energy: -2.771 eV

Löwdin population analysis, charges in e, atoms 1 to 4: -0.05, -0.20, 0.02, 0.02

***

| no. | electronic energy (Eh) |
| --- | --- |
| 1 | -362.97173 |
| 2 | -7455.35122 |
| 3 | -3897.07112 |